Entry from the OMol25 dataset: C30H45BrCaN4OP2 as an isolated structure (ωB97M-V/def2-TZVPD).

Calculated values
E: -146890.8908 eV
HOMO energy: -12.280 eV
Spin multiplicity: 1
Gap between HOMO and LUMO: 3.9 eV
Maximum force: 0.0823 hartree/bohr
Total charge: +2

The geometry in XYZ format:
```
84
Properties=species:S:1:pos:R:3:lowdin_charge:R:1
C -1.87 -4.47 1.88 -0.021
C -0.52 -4.09 1.99 -0.232
C 0.43 -4.63 1.09 -0.011
C 0.00 -5.60 0.18 -0.127
N -1.29 -5.96 0.10 0.069
C -2.21 -5.44 0.92 -0.118
C -0.14 -3.12 2.98 0.092
C 0.21 -2.06 3.49 0.043
C 0.48 -0.77 3.98 -0.203
C -0.24 0.21 3.26 -0.051
C 0.00 1.56 3.61 -0.268
C 1.29 1.75 4.02 -0.196
C 1.94 0.95 4.89 -0.018
C 1.43 -0.39 4.95 0.067
Ca 0.42 2.56 1.53 1.129
P -1.05 -0.69 -1.40 0.905
H 1.48 -4.33 1.13 0.121
H -2.62 -4.05 2.54 0.119
H 0.72 -6.10 -0.48 0.123
H -3.25 -5.80 0.86 0.121
H 1.85 -1.14 5.64 0.154
H -0.96 -0.13 2.48 0.141
H 2.78 1.24 5.50 0.145
H -0.69 2.37 3.38 0.077
C -1.48 0.21 -2.97 -0.434
C -1.53 -0.55 -4.29 -0.150
H -0.73 1.01 -3.03 0.056
H -2.45 0.70 -2.79 0.064
H -1.69 0.17 -5.10 0.078
H -0.60 -1.08 -4.51 0.067
H -2.36 -1.26 -4.33 0.061
C 0.00 -2.12 -1.97 -0.430
C -0.67 -3.37 -2.53 -0.151
H 0.57 -2.39 -1.06 0.048
H 0.73 -1.73 -2.69 0.056
H 0.11 -4.10 -2.77 0.080
H -1.33 -3.85 -1.81 0.052
H -1.23 -3.19 -3.45 0.062
C -2.65 -1.47 -0.92 -0.442
C -3.62 -1.93 -2.00 -0.152
H -3.14 -0.70 -0.30 0.049
H -2.41 -2.30 -0.24 0.053
H -4.54 -2.29 -1.52 0.077
H -3.91 -1.12 -2.68 0.063
H -3.23 -2.76 -2.59 0.060
Br 2.44 3.59 2.76 0.446
P 2.68 0.91 -0.82 0.929
C 3.18 0.27 -2.47 -0.414
C 4.10 1.14 -3.30 -0.140
H 2.22 0.13 -3.00 0.054
H 3.61 -0.73 -2.34 0.075
H 4.22 0.70 -4.30 0.084
H 3.70 2.15 -3.45 0.069
H 5.11 1.22 -2.88 0.069
C 3.06 2.73 -0.85 -0.451
C 4.49 3.13 -0.53 -0.154
H 2.40 3.24 -0.12 -0.018
H 2.77 3.11 -1.83 0.075
H 4.56 4.22 -0.48 0.083
H 4.82 2.76 0.44 0.055
H 5.20 2.81 -1.29 0.068
C 3.88 0.21 0.40 -0.438
C 5.24 -0.20 -0.15 -0.145
H 3.36 -0.68 0.80 0.060
H 3.99 0.91 1.24 0.053
H 5.82 -0.68 0.64 0.080
H 5.15 -0.92 -0.97 0.067
H 5.84 0.66 -0.50 0.068
C -3.45 4.49 -1.05 0.025
N -3.33 3.81 0.23 -0.036
C -4.38 3.78 1.09 0.025
C -4.28 3.09 2.26 0.028
C -3.13 2.31 2.49 -0.339
N -2.07 2.44 1.67 0.061
C -2.15 3.22 0.55 -0.494
O -1.11 3.41 -0.16 -0.102
N -3.05 1.47 3.54 0.199
H -2.57 5.11 -1.26 0.109
H -4.35 5.11 -0.99 0.103
H -3.56 3.77 -1.86 0.114
H -5.25 4.35 0.76 0.154
H -5.06 3.06 3.01 0.130
H -3.86 1.35 4.12 0.130
H -2.31 0.77 3.62 0.086
```

Entry from the OMol25 dataset: C30H45BrN2P2ReS as an isolated structure (ωB97M-V/def2-TZVPD).

Calculated values
Energy relative to the best compared isomer or geometry (same formula, charge and spin): 153.2 kJ/mol
E: -136361.5161 eV
HOMO energy (spin up / spin down): -19.085 / -18.985 eV
Expectation value of S²: 3.852
Spin multiplicity: 4
Gap between HOMO and LUMO (spin up / spin down): 6.4 / 5.3 eV
Maximum force: 0.0972 hartree/bohr
Total charge: +4

The geometry in XYZ format:
```
82
Properties=species:S:1:pos:R:3:mulliken_spin:R:1
N 6.41 -4.02 4.71 0.119
C 5.21 -4.02 5.29 -0.035
C 4.19 -3.14 4.92 0.055
C 4.39 -2.25 3.83 0.055
C 5.69 -2.25 3.25 0.097
C 6.65 -3.16 3.73 -0.034
C 3.25 -1.55 3.23 0.019
Re 0.70 -0.51 0.92 1.238
P -2.79 -0.64 -4.08 0.631
C 3.15 -1.40 1.85 0.291
C 2.06 -2.06 1.10 -0.065
C 1.96 -1.78 -0.28 0.074
C 0.73 -1.82 -0.93 -0.097
C -0.45 -2.00 -0.19 0.122
C -0.34 -2.46 1.13 -0.001
C 0.90 -2.48 1.79 -0.015
Br -2.19 -1.32 -0.69 0.021
H 2.40 -1.36 3.91 -0.020
H 4.00 -1.01 1.24 0.011
H 3.22 -3.20 5.42 -0.002
H 5.95 -1.59 2.42 0.000
H 5.03 -4.75 6.09 0.000
H 7.66 -3.19 3.31 0.000
H 2.89 -1.51 -0.77 0.024
H 0.98 -2.70 2.85 -0.010
H 0.66 -1.66 -2.00 -0.013
H -1.27 -2.75 1.58 -0.003
P 0.92 1.82 0.08 0.002
C -3.09 -2.29 -3.36 0.081
C -3.50 -3.32 -4.41 0.028
H -3.87 -2.17 -2.59 -0.004
H -2.16 -2.60 -2.85 0.031
H -3.81 -4.25 -3.92 -0.003
H -4.34 -2.92 -5.00 0.000
H -2.65 -3.53 -5.07 0.001
C -0.98 -0.45 -4.25 0.103
C -0.72 0.20 -5.63 0.019
H -0.53 -1.45 -4.18 -0.007
H -0.60 0.17 -3.41 -0.017
H 0.34 0.15 -5.90 0.004
H -1.31 -0.34 -6.40 -0.003
H -1.05 1.25 -5.64 0.001
C -3.34 0.84 -3.15 0.085
C -4.79 1.22 -3.47 0.009
H -2.65 1.65 -3.45 -0.001
H -3.18 0.62 -2.08 0.040
H -5.01 2.23 -3.10 0.002
H -4.94 1.22 -4.56 -0.004
H -5.51 0.52 -3.03 0.000
C -0.32 3.13 0.19 -0.001
C 0.27 4.52 0.42 0.000
H -1.04 2.85 0.98 0.002
H -0.90 3.11 -0.75 0.000
H 0.68 4.63 1.44 0.000
H 1.08 4.74 -0.29 0.000
H -0.49 5.30 0.29 0.000
C 1.45 1.86 -1.69 0.002
C 2.82 1.23 -1.93 0.003
H 1.43 2.91 -2.03 -0.001
H 0.65 1.34 -2.23 -0.001
H 3.63 1.91 -1.61 0.000
H 2.93 0.27 -1.40 -0.001
H 2.93 1.05 -3.01 0.000
C 2.39 2.20 1.12 -0.006
C 2.04 2.46 2.60 0.004
H 2.93 3.04 0.66 -0.002
H 3.05 1.31 1.06 -0.003
H 2.46 1.66 3.24 -0.005
H 2.46 3.42 2.94 0.001
H 0.95 2.48 2.77 0.002
S -0.97 0.23 2.67 0.174
C -2.63 0.76 2.45 -0.006
N -2.78 2.09 2.78 0.011
C -3.96 2.75 2.62 0.000
C -5.07 2.06 2.20 -0.004
C -4.99 0.66 2.06 0.002
C -3.77 0.00 2.21 -0.005
H -1.96 2.58 3.13 0.004
H -3.93 3.81 2.86 0.000
H -6.01 2.60 2.02 0.000
H -5.89 0.11 1.81 0.000
H -3.68 -1.08 2.14 -0.002
```

Entry from the OMol25 dataset: C30H45HfNO3P2S as an isolated structure (ωB97M-V/def2-TZVPD).

Calculated values
Energy relative to the best compared isomer or geometry (same formula, charge and spin): 370.3 kJ/mol
E: -70172.1734 eV
HOMO energy: -11.879 eV
Spin multiplicity: 1
Gap between HOMO and LUMO: 3.7 eV
Maximum force: 0.0993 hartree/bohr
Total charge: +2

The geometry in XYZ format:
```
83
Properties=species:S:1:pos:R:3:lowdin_charge:R:1
Hf -1.44 -1.11 0.38 1.565
C 0.26 0.73 -1.43 -0.267
C -0.50 1.00 -0.22 -0.415
C 1.74 0.61 0.33 -0.205
C 1.58 0.42 -1.07 -0.224
C 0.50 0.96 0.88 -0.272
C -0.18 0.97 -2.81 -0.070
H -1.28 0.94 -2.87 0.013
H 0.20 0.21 -3.50 0.083
H 0.15 1.96 -3.19 0.114
C 2.69 0.10 -2.00 -0.018
H 2.34 0.02 -3.04 0.081
H 3.18 -0.85 -1.72 0.070
H 3.46 0.90 -1.96 0.105
C 3.03 0.63 1.05 -0.007
H 3.28 1.66 1.30 0.108
H 3.84 0.22 0.45 0.083
H 2.96 0.06 1.98 0.066
C 0.34 1.58 2.21 -0.050
H 0.89 2.53 2.27 0.109
H 0.74 0.91 2.99 0.065
H -0.71 1.79 2.45 0.052
C -1.71 1.88 -0.17 -0.068
H -1.39 2.94 -0.18 0.118
H -2.30 1.74 0.75 0.042
H -2.36 1.73 -1.04 0.070
C -3.81 -3.33 -0.89 -0.298
C -4.69 -2.56 -1.76 0.016
C -5.92 -1.93 -1.32 -0.141
C -5.81 -1.13 0.02 -0.116
C -4.33 -0.78 0.48 -0.270
C -4.15 -1.39 1.87 -0.469
C -4.11 -2.96 1.79 -0.168
C -4.37 -3.76 0.48 -0.097
H -6.65 -2.78 -1.20 0.181
H -6.33 -1.73 0.79 0.121
H -6.40 -1.27 -2.08 0.145
H -5.45 -3.96 0.36 0.124
H -3.35 -4.22 -1.39 0.170
H -4.70 -2.82 -2.80 0.129
H -3.93 -4.73 0.71 0.129
H -3.18 -3.33 2.27 0.099
H -4.92 -1.11 2.60 0.114
H -4.89 -3.27 2.50 0.130
H -6.48 -0.24 -0.01 0.138
H -4.21 0.32 0.41 0.114
P -2.40 -1.36 -2.42 0.994
C -2.12 -2.69 -3.64 -0.205
C -3.85 -0.37 -2.88 -0.225
P -2.63 -0.70 2.75 0.867
C -2.70 -2.31 -0.83 -0.547
C -3.21 0.85 3.49 -0.233
C -2.34 -1.68 4.26 -0.201
H -1.04 -2.91 -3.60 0.060
H -2.36 -2.30 -4.63 0.064
H -2.64 -3.63 -3.46 0.052
H -4.55 -0.19 -2.05 0.044
H -4.35 -0.88 -3.71 0.072
H -3.45 0.59 -3.23 0.057
H -3.06 -2.51 4.36 0.071
H -2.45 -0.98 5.10 0.061
H -1.30 -2.03 4.24 0.026
H -1.75 -2.79 -0.43 0.071
H -3.49 -1.41 -0.12 -0.042
H -2.45 1.12 4.23 0.063
H -4.16 0.67 4.00 0.072
H -3.30 1.62 2.72 0.043
O 0.19 -2.10 -0.83 -0.114
C 0.78 -2.55 0.24 -0.459
N 0.15 -2.22 1.38 -0.155
S 1.20 -2.47 2.79 0.734
O 1.51 -1.17 3.34 -0.275
O 0.59 -3.49 3.60 -0.263
C 2.51 -3.00 1.73 -0.210
C 3.84 -3.14 2.08 0.001
C 4.77 -3.43 1.07 -0.007
C 4.36 -3.54 -0.27 -0.019
C 3.04 -3.32 -0.63 0.017
C 2.12 -3.09 0.40 -0.130
H 4.14 -3.00 3.12 0.138
H 5.81 -3.55 1.33 0.127
H 5.11 -3.74 -1.02 0.122
H 2.69 -3.35 -1.66 0.133
```